A molecular structure, C25H38As3IrN5. Source: the OMol25 dataset; level of theory: ωB97M-V/def2-TZVPD.

The geometry in ORCA input format:
```
! RIJCOSX wB97M-V def2-TZVPD def2/J DEFGRID3
* xyz 4 2
Ir -0.150 0.012 0.118
N -3.163 -2.889 -1.105
C -2.597 -1.845 -0.556
N -1.307 -1.544 -0.663
C -0.509 -2.378 -1.507
N 0.711 -2.051 -1.794
N 1.066 -0.873 -1.198
C 2.094 -0.209 -1.587
C 2.362 1.034 -0.866
C 3.458 1.818 -1.141
C 3.668 2.981 -0.397
C 2.761 3.305 0.591
C 1.665 2.476 0.807
N 1.448 1.364 0.104
C -1.088 -3.581 -2.061
C -0.339 -4.486 -2.824
C -0.954 -5.603 -3.350
C -2.317 -5.832 -3.136
C -3.077 -4.949 -2.389
C -2.447 -3.834 -1.860
H -4.168 -2.997 -1.025
H -3.245 -1.172 -0.014
H 2.712 -0.561 -2.408
H 4.141 1.533 -1.932
H 4.525 3.611 -0.595
H 2.882 4.194 1.194
H 0.934 2.716 1.561
H 0.710 -4.295 -3.001
H -0.381 -6.304 -3.941
H -2.787 -6.708 -3.563
H -4.134 -5.122 -2.233
C 1.620 -0.088 3.258
As 0.326 -1.007 2.166
C 1.128 -2.715 1.788
C -1.200 -1.506 3.294
C -2.262 -0.512 3.792
C -3.378 -1.329 4.466
C -2.936 0.224 2.610
As -1.893 1.265 1.323
C -3.245 1.872 0.082
C -1.449 2.899 2.262
C -1.716 0.521 4.810
As -1.463 0.028 6.704
C -0.654 -1.667 7.121
C -3.059 0.287 7.738
H 1.808 -0.720 4.127
H 1.283 0.896 3.574
H 2.547 0.016 2.696
H 1.302 -3.239 2.729
H 2.080 -2.562 1.281
H 0.470 -3.308 1.155
H -0.724 -2.011 4.142
H -1.695 -2.294 2.719
H -3.866 -1.996 3.755
H -4.146 -0.671 4.878
H -2.989 -1.958 5.270
H -3.711 0.897 2.987
H -3.467 -0.526 2.019
H -4.012 2.399 0.650
H -3.697 1.045 -0.460
H -2.796 2.559 -0.634
H -2.335 3.254 2.789
H -1.161 3.659 1.537
H -0.640 2.754 2.975
H -2.433 1.340 4.908
H -0.774 0.967 4.491
H 0.272 -1.817 6.572
H -1.372 -2.462 6.913
H -0.437 -1.656 8.190
H -3.541 1.221 7.457
H -2.783 0.314 8.792
H -3.717 -0.565 7.553
*
```

F_max, eV Å⁻¹: 0.8
Expectation value of S²: 0.752
HOMO-LUMO gap (alpha / beta), Ha: 0.2264 / 0.2182
Calculated total energy, Eh: -8059.45938

Population analysis type Löwdin, resulting atomic charges in e: 0.938, 0.175, -0.121, -0.054, -0.254, 0.118, -0.178, 0.029, -0.228, 0.058, 0.041, 0.023, -0.095, -0.085, -0.090, 0.028, 0.003, 0.013, 0.031, -0.153, 0.191, 0.112, 0.168, 0.149, 0.148, 0.139, 0.077, 0.129, 0.136, 0.139, 0.137, -0.219, 1.052, -0.214, -0.274, -0.642, -0.045, -0.305, 1.028, -0.227, -0.251, -0.294, 1.391, -0.230, -0.215, 0.057, 0.027, 0.055, 0.064, 0.057, 0.042, 0.089, 0.097, 0.106, 0.108, 0.078, 0.108, 0.073, 0.065, 0.032, 0.057, 0.062, 0.056, 0.019, 0.089, 0.042, 0.036, 0.054, 0.063, 0.057, 0.064, 0.061

2 unconnected molecules or ions with the total composition C2H7O2 at a distorted geometry. Source: the OMol25 dataset; level of theory: ωB97M-V/def2-TZVPD.

The geometry in ORCA input format:
```
! RIJCOSX wB97M-V def2-TZVPD def2/J DEFGRID3
* xyz 1 1
O 0.332 -0.799 -1.877
H 0.964 -1.529 -1.752
H -1.718 0.113 1.694
H 0.259 -0.644 -2.838
C -1.041 -0.225 0.946
C 0.081 0.732 0.520
O 1.331 0.687 0.853
H -0.450 -1.032 1.429
H -1.516 -0.447 -0.056
H 0.016 1.631 -0.063
H 1.741 1.514 1.144
*
```

F_max, eV Å⁻¹: 4.4
HOMO-LUMO gap, Ha: 0.3527
Calculated total energy, Eh: -230.54172

Population analysis type Löwdin, resulting atomic charges in e: -0.051, 0.070, 0.102, 0.075, 0.040, 0.006, 0.183, 0.118, 0.126, 0.149, 0.181

A single C2Cl2S molecule at a distorted geometry. Source: the OMol25 dataset; level of theory: ωB97M-V/def2-TZVPD.

The geometry in ORCA input format:
```
! RIJCOSX wB97M-V def2-TZVPD def2/J DEFGRID3
* xyz 0 1
S 0.871 -1.982 -0.297
C 0.532 -0.572 0.402
C -0.300 0.510 -0.015
Cl -1.914 0.067 -0.103
Cl 0.811 1.978 0.013
*
```

F_max, eV Å⁻¹: 6.2
HOMO-LUMO gap (alpha / beta), Ha: 0.2607 / 0.2609
SMILES: S=C=C(Cl)Cl
Calculated total energy, Eh: -1394.65058

Population analysis type Löwdin, resulting atomic charges in e: 0.664, -0.732, -1.173, 0.699, 0.542

A single C19H28N4O4 molecule at a distorted geometry. Source: the OMol25 dataset; level of theory: ωB97M-V/def2-TZVPD.

The geometry in ORCA input format:
```
! RIJCOSX wB97M-V def2-TZVPD def2/J DEFGRID3
* xyz 0 1
C 4.432 -1.681 3.415
O 3.719 -0.643 2.790
C 3.223 -0.961 1.511
C 4.329 -1.085 0.439
N 3.892 -0.998 -0.937
C 3.417 0.318 -1.333
C 3.208 0.334 -2.851
N 2.311 -0.698 -3.329
C 0.892 -0.420 -3.288
C 0.221 -0.546 -1.958
N 0.220 0.292 -0.965
C -0.501 -0.355 -0.004
C -0.809 0.244 1.316
C -2.132 0.966 1.211
C -2.217 2.339 1.309
C -3.448 2.975 1.192
C -4.602 2.247 0.967
O -5.852 2.772 0.836
C -6.003 4.165 0.937
C -4.517 0.839 0.854
O -5.695 0.196 0.625
C -5.672 -1.203 0.495
C -3.287 0.222 0.979
N -0.923 -1.525 -0.396
O -0.464 -1.661 -1.674
C 2.725 -1.994 -2.833
C 2.949 -2.034 -1.316
H 5.392 -1.874 2.925
H 3.847 -2.609 3.430
H 4.613 -1.353 4.437
H 2.559 -0.131 1.258
H 2.631 -1.888 1.558
H 4.845 -2.044 0.553
H 5.053 -0.283 0.609
H 4.182 1.050 -1.067
H 2.476 0.602 -0.840
H 2.831 1.309 -3.164
H 4.172 0.155 -3.338
H 0.738 0.598 -3.654
H 0.396 -1.125 -3.966
H -0.017 0.942 1.585
H -0.874 -0.552 2.060
H -1.331 2.930 1.479
H -3.487 4.049 1.278
H -5.688 4.535 1.919
H -7.067 4.355 0.806
H -5.443 4.690 0.155
H -5.044 -1.521 -0.344
H -5.321 -1.688 1.412
H -6.703 -1.497 0.305
H -3.192 -0.848 0.888
H 1.984 -2.743 -3.120
H 3.674 -2.231 -3.324
H 3.373 -3.003 -1.042
H 1.986 -1.930 -0.790
*
```

F_max, eV Å⁻¹: 1.1
HOMO-LUMO gap, Ha: 0.3244
SMILES: COCCN1CCN(Cc2nc(Cc3ccc(OC)c(OC)c3)no2)CC1
Calculated total energy, Eh: -1260.68922

Population analysis type Löwdin, resulting atomic charges in e: -0.117, -0.189, -0.216, -0.172, -0.168, -0.174, -0.157, -0.163, -0.095, -0.326, 0.207, -0.357, -0.073, -0.229, -0.041, -0.014, -0.201, -0.066, -0.087, -0.189, -0.063, -0.081, 0.027, 0.139, 0.031, -0.153, -0.168, 0.083, 0.090, 0.088, 0.113, 0.122, 0.118, 0.128, 0.125, 0.090, 0.121, 0.123, 0.134, 0.133, 0.119, 0.129, 0.111, 0.103, 0.096, 0.094, 0.096, 0.098, 0.097, 0.094, 0.106, 0.125, 0.124, 0.129, 0.105

A molecular structure, C36H31Cl2F4Ge2NSn at a distorted geometry. Source: the OMol25 dataset; level of theory: ωB97M-V/def2-TZVPD.

The geometry in ORCA input format:
```
! RIJCOSX wB97M-V def2-TZVPD def2/J DEFGRID3
* xyz -1 2
Sn 0.936 -0.179 -0.573
F -0.787 -2.655 -1.408
C 0.175 -2.380 -0.448
F 1.109 -3.362 -0.397
F -0.509 -2.439 0.744
C 2.228 -0.868 1.041
C 2.816 -1.357 2.025
C 3.708 -1.898 3.000
C 4.512 -1.057 3.833
C 5.433 -1.595 4.728
C 5.490 -2.984 4.939
C 4.665 -3.799 4.146
C 3.817 -3.283 3.192
H 4.410 0.017 3.851
H 6.112 -0.994 5.318
H 6.039 -3.380 5.768
H 4.645 -4.867 4.288
H 3.188 -3.999 2.644
Cl -0.204 0.124 -4.528
C 0.585 -1.336 -4.405
C 0.402 -2.417 -5.240
C 1.313 -3.487 -5.297
C 2.467 -3.466 -4.517
C 2.663 -2.416 -3.631
Cl 4.200 -2.425 -2.854
C 1.719 -1.337 -3.432
N 1.760 -0.510 -2.456
H -0.525 -2.394 -5.878
H 1.215 -4.295 -5.988
H 3.206 -4.272 -4.605
F 3.993 5.234 -1.198
C 3.360 4.069 -1.079
C 2.239 3.754 -1.905
C 1.375 2.707 -1.588
C 1.704 1.861 -0.483
C 2.772 2.196 0.359
C 3.613 3.252 0.076
H 2.068 4.377 -2.825
H 0.431 2.518 -2.174
H 2.898 1.638 1.267
H 4.380 3.623 0.783
C -3.616 -1.987 -2.248
Ge -3.584 -1.022 -0.484
C -3.722 -2.608 0.700
C -5.269 -0.032 -0.325
Ge -1.715 0.528 0.243
C -2.068 2.171 -0.752
C -1.996 3.475 -0.185
C -2.349 4.580 -0.903
C -2.787 4.407 -2.237
C -3.000 3.147 -2.764
C -2.563 2.061 -2.057
C -1.701 1.100 2.131
C -2.884 1.661 2.580
C -3.046 1.983 3.914
C -2.098 1.586 4.822
C -0.820 1.023 4.340
C -0.642 0.935 2.996
H -3.930 -3.043 -2.023
H -2.612 -1.947 -2.726
H -4.317 -1.486 -2.890
H -4.591 -3.203 0.348
H -3.920 -2.373 1.754
H -2.833 -3.255 0.701
H -5.823 -0.285 0.626
H -5.925 -0.305 -1.155
H -5.145 1.031 -0.418
H -1.706 3.598 0.805
H -2.296 5.586 -0.473
H -3.127 5.287 -2.801
H -3.411 3.007 -3.787
H -2.510 1.036 -2.484
H -3.689 1.907 1.830
H -3.980 2.438 4.289
H -2.258 1.658 5.892
H -0.044 0.771 5.053
H 0.352 0.651 2.597
*
```

F_max, eV Å⁻¹: 3.8
Expectation value of S²: 0.808
HOMO-LUMO gap (alpha / beta), Ha: 0.2549 / 0.1969
Calculated total energy, Eh: -7133.02882

Population analysis type Löwdin, resulting atomic charges in e: 0.995, -0.019, -0.642, 0.042, -0.032, -0.099, -0.100, -0.245, -0.033, -0.101, -0.095, -0.105, -0.049, 0.103, 0.092, 0.083, 0.091, 0.123, 0.762, -0.659, -0.122, -0.087, -0.143, -0.597, 0.689, -0.492, -0.030, 0.117, 0.090, 0.101, 0.045, -0.280, -0.035, -0.131, -0.308, -0.147, -0.027, 0.117, 0.098, 0.069, 0.111, -0.243, 0.713, -0.280, -0.279, 0.840, -0.384, -0.115, -0.092, -0.106, -0.117, -0.180, -0.369, -0.148, -0.128, -0.082, -0.062, -0.137, 0.030, -0.002, -0.011, 0.014, 0.008, 0.005, 0.033, 0.003, -0.013, 0.074, 0.102, 0.095, 0.111, 0.080, 0.113, 0.104, 0.085, 0.094, 0.092

9 unconnected molecules or ions with the total composition C16H50N4O9 at a distorted geometry. Source: the OMol25 dataset; level of theory: ωB97M-V/def2-TZVPD.

The geometry in ORCA input format:
```
! RIJCOSX wB97M-V def2-TZVPD def2/J DEFGRID3
* xyz 1 2
C -2.468 1.828 3.744
C -2.957 2.276 2.391
O -4.108 3.038 2.425
H -1.665 1.130 3.507
H -3.180 1.244 4.326
H -2.105 2.725 4.246
H -3.146 1.335 1.875
H -2.223 2.886 1.865
H -4.801 2.453 2.741
C 3.560 0.870 3.939
C 3.991 1.804 5.077
O 2.998 1.932 6.038
H 4.238 0.912 3.087
H 2.566 1.042 3.525
H 3.424 -0.149 4.301
H 4.207 2.763 4.606
H 4.867 1.428 5.605
H 2.437 2.611 5.657
C 1.460 -3.672 2.412
C 1.652 -2.545 3.453
O 1.648 -3.141 4.779
H 1.654 -3.287 1.411
H 0.491 -4.171 2.423
H 2.217 -4.445 2.544
H 0.856 -1.809 3.338
H 2.530 -1.936 3.243
H 1.537 -2.452 5.437
C 0.655 5.089 -2.054
C 1.107 4.000 -3.022
O 1.025 2.763 -2.317
H 0.986 4.867 -1.040
H -0.426 5.195 -2.143
H 1.059 6.085 -2.236
H 2.129 4.171 -3.359
H 0.618 3.899 -3.991
H 1.597 2.099 -2.707
C 2.742 -1.177 -3.468
C 2.754 -0.125 -4.681
O 2.819 1.149 -4.167
H 3.286 -2.106 -3.641
H 1.733 -1.578 -3.370
H 3.045 -0.831 -2.480
H 1.910 -0.316 -5.343
H 3.619 -0.199 -5.340
H 2.646 1.708 -4.928
C -2.843 -1.825 0.895
C -3.011 -3.344 1.020
O -1.851 -4.021 0.857
H -2.436 -1.518 -0.068
H -2.239 -1.430 1.711
H -3.792 -1.289 0.930
H -3.697 -3.611 0.217
H -3.585 -3.559 1.921
H -1.524 -3.819 -0.023
C 0.567 -0.313 -0.205
C 0.425 0.915 0.760
O -0.250 1.973 0.131
H -0.414 -0.536 -0.623
H 0.924 -1.261 0.196
H 1.267 -0.118 -1.017
H 1.348 1.216 1.255
H -0.197 0.572 1.586
H 0.252 2.319 -0.611
C -2.346 1.018 -2.924
O -1.648 0.113 -3.295
N -2.199 1.710 -1.846
N -3.422 1.317 -3.560
H -1.449 1.694 -1.169
H -2.954 2.354 -1.657
H -4.158 1.753 -3.023
H -3.540 0.647 -4.306
C -0.940 -3.757 -2.670
O -0.298 -3.625 -1.681
N -1.408 -4.853 -3.144
N -1.385 -2.793 -3.395
H -1.173 -5.685 -2.621
H -1.845 -4.758 -4.050
H -1.162 -1.843 -3.133
H -1.998 -3.008 -4.168
*
```

F_max, eV Å⁻¹: 5.5
Expectation value of S²: 0.755
HOMO-LUMO gap (alpha / beta), Ha: 0.3380 / 0.0969
Calculated total energy, Eh: -1535.36986

Population analysis type Löwdin, resulting atomic charges in e: -0.078, -0.374, -0.050, 0.054, 0.079, 0.086, 0.089, 0.116, 0.087, -0.087, -0.335, -0.062, 0.077, 0.052, 0.053, 0.110, 0.118, 0.085, -0.076, -0.292, -0.073, 0.057, 0.056, 0.079, 0.091, 0.089, 0.077, -0.066, -0.288, -0.110, 0.078, 0.073, 0.074, 0.107, 0.111, 0.056, -0.046, -0.294, -0.080, 0.064, 0.043, 0.062, 0.108, 0.106, 0.098, 0.005, -0.196, 0.261, 0.083, 0.099, 0.103, 0.182, 0.150, 0.100, -0.044, -0.267, -0.105, 0.043, 0.056, 0.057, 0.105, 0.083, 0.043, -0.811, 0.022, 0.209, 0.170, 0.061, 0.119, 0.118, 0.126, -0.822, 0.077, 0.184, 0.197, 0.136, 0.126, 0.077, 0.125